Formula: C33H34Cl4F6N9O11S5W
Source: the Open Molecules 2025 dataset
Level of theory: wB97M-V/def2-TZVPD

Last column: Löwdin charge in e.
Geometry (Å):
W (0.90454, 1.49295, 1.43488)  1.788
F (3.53615, -1.62011, -1.60776)  0.165
C (3.03438, -0.64298, -2.34930)  -0.673
F (3.15333, -0.94005, -3.63068)  0.178
F (3.70350, 0.48310, -2.09378)  0.144
S (1.25988, -0.41380, -1.92060)  0.638
O (1.23882, -0.13991, -0.48693)  -0.386
O (0.61273, -1.60737, -2.35073)  -0.244
N (0.87846, 0.86149, -2.75331)  -0.255
S (0.23287, 2.08296, -2.01383)  0.641
O (-1.19210, 2.04489, -1.91882)  -0.267
O (0.95352, 2.46702, -0.78581)  -0.478
C (0.68174, 3.44203, -3.17196)  -0.683
F (1.99821, 3.49289, -3.32484)  0.162
F (0.09742, 3.24928, -4.33834)  0.180
F (0.25784, 4.58506, -2.63898)  0.155
O (-2.74873, 3.71250, 1.63175)  -0.357
Cl (-1.84213, 2.82651, 2.30015)  0.971
O (-2.46923, 1.60966, 2.72556)  -0.357
O (0.79126, 1.74610, 3.07303)  -0.335
O (-0.84078, 2.39701, 1.05686)  -0.655
N (3.77139, -5.84105, -0.50825)  0.130
C (3.54059, -4.79177, 0.32896)  -0.306
C (2.27687, -4.17690, 0.36630)  -0.017
C (2.04504, -3.11603, 1.21016)  -0.056
C (3.06849, -2.64582, 2.02951)  -0.312
C (4.32633, -3.23200, 1.99783)  -0.049
C (4.55848, -4.30217, 1.15978)  -0.015
S (2.77415, -1.27181, 3.05433)  0.655
O (1.59247, -1.46364, 3.84037)  -0.296
O (3.98136, -0.87667, 3.70769)  -0.261
N (2.37577, -0.07768, 1.93201)  -0.179
C (3.40829, 0.55011, 1.32880)  -0.482
N (2.94784, 1.74017, 0.88974)  -0.102
C (3.75124, 2.53725, 0.16306)  -0.136
C (5.05642, 2.17506, -0.01600)  -0.018
C (5.45262, 0.93285, 0.49802)  -0.058
N (4.64491, 0.10751, 1.13839)  0.188
H (3.04133, -6.20942, -1.08765)  0.102
H (4.66062, -6.30321, -0.52229)  0.102
H (1.48561, -4.54134, -0.27774)  0.104
H (1.06953, -2.64353, 1.22720)  0.104
H (5.11387, -2.83832, 2.62537)  0.119
H (5.53611, -4.76705, 1.13637)  0.116
H (3.32193, 3.43894, -0.24887)  0.084
H (5.74048, 2.80018, -0.56799)  0.119
H (6.46880, 0.58314, 0.35161)  0.130
Cl (-7.42119, -2.98755, -5.25003)  0.695
C (-6.17446, -2.80805, -4.06286)  -0.660
C (-6.01742, -3.77204, -3.07983)  -0.083
C (-5.00734, -3.62251, -2.14501)  -0.019
C (-4.14971, -2.53010, -2.17804)  -0.195
C (-3.03970, -2.38367, -1.16080)  -0.320
C (-3.50947, -1.53582, 0.01299)  -0.027
N (-2.36757, -1.15023, 0.83476)  -0.015
C (-1.99171, -1.66379, 2.05522)  0.008
C (-0.86790, -1.00489, 2.42362)  -0.086
N (-0.55447, -0.09871, 1.42457)  -0.103
C (-1.50970, -0.19999, 0.50211)  -0.133
O (-2.61665, -3.61626, -0.62394)  -0.090
C (-1.47784, -4.16689, -1.29482)  -0.141
C (-1.73088, -4.39320, -2.75288)  -0.322
C (-2.46831, -5.42471, -3.25344)  -0.979
Cl (-3.15350, -6.71388, -2.35315)  0.690
S (-2.70196, -5.32040, -4.94433)  1.022
C (-1.78351, -3.87717, -5.01768)  -0.386
C (-1.32828, -3.50370, -3.79319)  -0.143
C (-4.34837, -1.57449, -3.16800)  -0.566
Cl (-3.31778, -0.16887, -3.23634)  0.758
C (-5.34789, -1.69872, -4.11721)  -0.118
H (-6.67276, -4.63117, -3.05628)  0.114
H (-4.85470, -4.38024, -1.38713)  0.116
H (-2.19858, -1.87453, -1.64497)  0.108
H (-4.19326, -2.11992, 0.62699)  0.151
H (-4.01679, -0.63319, -0.32452)  0.141
H (-2.54295, -2.45017, 2.53808)  0.141
H (-0.26698, -1.11104, 3.30520)  0.089
H (-1.58769, 0.38711, -0.40016)  0.125
H (-1.26957, -5.10194, -0.77747)  0.123
H (-0.62314, -3.49182, -1.17181)  0.106
H (-1.62280, -3.38780, -5.96435)  0.073
H (-0.71778, -2.62668, -3.62231)  0.083
H (-5.47651, -0.94858, -4.88387)  0.109
C (-0.93180, 7.01035, 2.52075)  -0.018
N (-0.43677, 5.78247, 1.90091)  -0.178
C (-0.80115, 5.64023, 0.48835)  -0.068
C (0.44900, 4.98457, 2.49300)  -0.661
S (1.57860, 4.12344, 1.49055)  0.829
N (0.51103, 4.93676, 3.82864)  -0.179
C (1.70126, 4.49615, 4.55841)  -0.046
C (-0.65723, 5.14486, 4.68207)  -0.038
H (-0.83843, 7.81073, 1.78740)  0.106
H (-0.33163, 7.26657, 3.38880)  0.094
H (-1.98076, 6.92327, 2.80515)  0.105
H (-1.84121, 5.94496, 0.38532)  0.103
H (-0.70402, 4.60831, 0.17113)  0.039
H (-0.16967, 6.27707, -0.13277)  0.104
H (2.58073, 4.58772, 3.93061)  0.068
H (1.59735, 3.46536, 4.89034)  0.089
H (1.81191, 5.14057, 5.43038)  0.101
H (-1.56776, 5.17614, 4.09072)  0.077
H (-0.57506, 6.06494, 5.26178)  0.103
H (-0.71752, 4.30512, 5.37606)  0.108

Results
Total charge: +1

---

Formula: C41H40N2OP2PdS2
Source: the Open Molecules 2025 dataset
Level of theory: wB97M-V/def2-TZVPD

Last column: Löwdin charge in e.
Geometry (Å):
Pd (0.32029, 0.50349, -0.49871)  0.283
O (1.48500, 3.04804, 1.51910)  -0.414
S (0.68482, 1.80859, 1.43968)  0.844
C (1.26175, 0.68286, 2.68972)  -0.375
C (1.98310, 1.19544, 3.75688)  -0.037
C (2.40972, 0.31356, 4.74403)  -0.019
C (2.12177, -1.04411, 4.65506)  -0.028
C (1.42199, -1.54037, 3.56334)  -0.060
C (1.01407, -0.67549, 2.54912)  -0.348
P (0.19588, -1.28628, 1.07165)  1.061
C (-0.86786, -2.62198, 1.57551)  -0.346
C (-0.79485, -3.85368, 0.92078)  -0.055
C (-1.62020, -4.89350, 1.32294)  -0.043
C (-2.51562, -4.70146, 2.36564)  -0.039
C (-2.59684, -3.47509, 3.01791)  -0.060
C (-1.78469, -2.42847, 2.61719)  -0.096
C (1.44081, -1.94847, -0.04834)  -0.383
C (1.10322, -1.97446, -1.40139)  -0.145
C (2.02000, -2.40561, -2.35835)  -0.050
C (3.26393, -2.85232, -1.94670)  -0.046
C (3.60040, -2.85678, -0.58867)  -0.055
C (2.70468, -2.39088, 0.35570)  -0.058
C (-0.99205, 2.17925, 1.95686)  -0.333
C (-1.09011, 2.94030, 3.12188)  -0.047
C (-2.32437, 3.42299, 3.51364)  -0.027
C (-3.44939, 3.17838, 2.73108)  -0.025
C (-3.34062, 2.43480, 1.56855)  -0.068
C (-2.11442, 1.90611, 1.16083)  -0.324
P (-2.02184, 0.95020, -0.39241)  1.009
C (-2.73410, 2.02373, -1.65968)  -0.356
C (-4.10024, 2.00444, -1.94743)  -0.083
C (-4.63564, 2.90891, -2.85481)  -0.054
C (-3.81202, 3.83833, -3.47639)  -0.052
C (-2.45151, 3.85982, -3.20016)  -0.055
C (-1.91471, 2.95277, -2.29788)  -0.099
C (-3.14743, -0.44328, -0.23384)  -0.393
C (-3.83002, -0.76175, 0.93386)  -0.099
C (-4.68278, -1.86266, 0.96527)  -0.069
C (-4.84782, -2.64675, -0.16399)  -0.053
C (-4.15871, -2.33938, -1.33513)  -0.054
C (-3.31204, -1.24389, -1.36969)  -0.102
H (2.20746, 2.25452, 3.80910)  0.125
H (2.96077, 0.69089, 5.59629)  0.125
H (2.45138, -1.72242, 5.43191)  0.124
H (1.20546, -2.60089, 3.49555)  0.125
H (-0.09003, -4.01171, 0.11515)  0.107
H (-1.55601, -5.85572, 0.83033)  0.120
H (-3.15475, -5.51761, 2.67746)  0.121
H (-3.29345, -3.33989, 3.83620)  0.122
H (-1.84365, -1.47796, 3.13636)  0.118
H (0.09149, -1.74107, -1.70918)  0.091
H (1.74496, -2.42480, -3.40579)  0.120
H (3.97502, -3.21804, -2.67754)  0.121
H (4.56481, -3.23595, -0.27105)  0.122
H (2.98411, -2.38255, 1.40188)  0.112
H (-0.20503, 3.17525, 3.70141)  0.119
H (-2.40935, 4.01092, 4.41900)  0.124
H (-4.41080, 3.58082, 3.02331)  0.124
H (-4.22335, 2.27162, 0.96037)  0.119
H (-4.74868, 1.27271, -1.47851)  0.108
H (-5.69520, 2.88652, -3.07670)  0.116
H (-4.23155, 4.54526, -4.18130)  0.117
H (-1.80654, 4.57821, -3.68965)  0.115
H (-0.85353, 2.98008, -2.09394)  0.034
H (-3.71425, -0.15501, 1.82288)  0.101
H (-5.22107, -2.09836, 1.87559)  0.117
H (-5.51805, -3.49672, -0.13866)  0.117
H (-4.29064, -2.94730, -2.22172)  0.115
H (-2.79026, -1.00234, -2.29101)  0.113
C (2.81703, 0.89546, -4.64700)  -0.069
N (3.67627, 1.12779, -3.47711)  -0.188
C (5.03270, 1.58577, -3.84564)  -0.017
C (3.18920, 1.29180, -2.23577)  -0.677
S (1.54573, 1.82815, -2.08643)  0.721
N (3.98752, 1.14744, -1.18121)  -0.161
C (3.59714, 1.65834, 0.14045)  -0.072
C (5.19197, 0.30154, -1.17489)  -0.022
H (3.41532, 0.37062, -5.38824)  0.098
H (2.47453, 1.83833, -5.07203)  0.097
H (1.95609, 0.29185, -4.38153)  0.063
H (4.92889, 2.31781, -4.64666)  0.105
H (5.65194, 0.76324, -4.20144)  0.101
H (5.51240, 2.07136, -3.00533)  0.089
H (2.95132, 2.52721, 0.04197)  0.042
H (4.50208, 1.94427, 0.67482)  0.112
H (3.08746, 0.88047, 0.71596)  0.061
H (5.22024, -0.32470, -2.05964)  0.087
H (5.14034, -0.33757, -0.29346)  0.089
H (6.10099, 0.89701, -1.11720)  0.102

Results
Total charge: +2

---

Formula: C3H6ClNO2
Source: the Open Molecules 2025 dataset
Level of theory: wB97M-V/def2-TZVPD

Last column: natural (NBO) charge in e.
Geometry (Å):
C (1.78430, 1.17655, 1.09403)  -0.669
C (-1.88020, -1.22950, -0.99970)  -0.023
C (1.18280, 0.02820, 0.43429)  -0.034
N (-0.11444, -0.01639, 0.31926)  0.373
O (-0.65761, -1.28300, -0.35325)  -0.412
O (-0.94519, 0.72970, 0.79019)  -0.439
Cl (-1.61430, -0.72641, -2.80921)  -0.190
H (1.81075, 2.02693, 0.40126)  0.239
H (1.18735, 1.59320, 1.87714)  0.250
H (2.77354, 0.95425, 1.46179)  0.235
H (-2.59575, -0.46769, -0.76753)  0.217
H (-2.46206, -2.15331, -1.12862)  0.224
H (1.53081, -0.63254, -0.31966)  0.229

Results
SMILES string: C/C=[N+](\[O-])OCCl

---

Energy: -193093.020, -91908.870, -21311.652 (eV)